[1]
The following is a quantum chemistry calculation of a cluster of 2 separate species, C4H13NO in total at a distorted geometry, from OMol25.

CARTESIAN COORDINATES (ANGSTROEM)
C: -0.14 0.42 2.42
C: -0.44 -0.69 1.41
N: 0.24 -0.45 0.14
C: -0.08 -1.28 -1.04
C: 0.73 -0.91 -2.26
H: 0.71 0.07 3.01
H: -0.93 0.55 3.15
H: 0.05 1.36 1.90
H: -0.32 -1.70 1.78
H: -1.49 -0.56 1.07
H: 0.01 0.51 -0.15
H: 0.04 -2.33 -0.78
H: -1.14 -1.11 -1.27
H: 0.83 0.16 -2.45
H: 1.71 -1.38 -2.33
H: 0.20 -1.33 -3.13
H: 0.08 3.20 -1.20
H: -0.31 2.92 0.22
O: 0.23 2.56 -0.49

For the HOMO-LUMO gap (spin up / spin down), the calculation gives 13.1 / 8.5 eV. The total charge is +1. For the molecular weight, the calculation gives 91.15 Da. Its multiplicity is 2. The value obtained for the HOMO energy (spin up / spin down) is -16.03 / -16.05 eV. Its LUMO energy (spin up / spin down) is -2.91 / -7.59 eV.

---

[2]
The following is a quantum chemistry calculation of a cluster of 2 separate species, C4H13NO2 in total at a distorted geometry, from OMol25.

CARTESIAN COORDINATES (ANGSTROEM)
C: 0.62 -2.22 0.28
N: -0.41 -1.25 -0.05
C: -1.07 -1.57 -1.30
C: 0.19 0.09 -0.12
C: -0.77 1.21 0.11
O: -0.13 2.47 -0.14
H: 0.08 -3.14 0.55
H: 1.30 -2.50 -0.54
H: 1.26 -1.94 1.11
H: -0.41 -1.30 -2.14
H: -1.98 -0.98 -1.39
H: -1.42 -2.60 -1.33
H: 0.65 0.24 -1.12
H: 1.03 0.13 0.56
H: -1.18 1.38 1.12
H: -1.74 1.16 -0.38
H: -0.06 2.64 -1.09
H: 1.25 2.76 1.19
H: 1.18 3.00 2.68
O: 1.60 2.42 2.01

For the HOMO-LUMO gap, the calculation gives 9.6 eV. The SMILES is CN(C)CCO.O. For the molecular weight, the calculation gives 107.15 Da. The value obtained for the HOMO energy is -8.78 eV. Its LUMO energy is 0.77 eV.

---

[3]
The following is a quantum chemistry calculation of a cluster of 2 separate species, C4H13NO2 in total at a distorted geometry, from OMol25.

CARTESIAN COORDINATES (ANGSTROEM)
C: -0.79 0.64 1.48
C: 0.16 0.23 0.38
C: 0.97 -1.08 0.72
C: 2.20 -1.32 -0.14
O: 2.76 -0.15 -0.78
N: -0.53 0.15 -0.90
H: -0.31 0.58 2.46
H: -1.67 -0.01 1.52
H: -1.18 1.62 1.25
H: 0.96 0.96 0.30
H: 1.19 -1.09 1.78
H: 0.23 -1.79 0.40
H: 3.03 -1.75 0.40
H: 2.03 -2.00 -0.98
H: 2.80 0.57 -0.14
H: -1.50 -0.07 -0.71
H: -0.10 -0.47 -1.57
H: -3.12 1.51 -2.55
H: -3.42 2.06 -1.15
O: -3.70 1.40 -1.78

For the HOMO-LUMO gap, the calculation gives 10.0 eV. The SMILES is C[C@H](N)CCO.O. For the molecular weight, the calculation gives 107.15 Da. The value obtained for the HOMO energy is -9.11 eV. Its LUMO energy is 0.85 eV.

---

[4]
The following is a quantum chemistry calculation of a cluster of 2 separate species, C4H13NO2 in total at a distorted geometry, from OMol25.

CARTESIAN COORDINATES (ANGSTROEM)
C: -0.03 -0.61 2.92
N: -1.08 -0.88 1.94
C: -0.60 -1.20 0.61
C: 0.33 -0.19 -0.05
C: 0.65 -0.61 -1.48
O: -0.24 1.11 0.02
H: -0.10 -1.32 3.76
H: 0.96 -0.62 2.50
H: -0.18 0.31 3.42
H: -1.77 -0.15 1.88
H: -1.48 -1.31 -0.04
H: -0.08 -2.14 0.65
H: 1.28 -0.13 0.46
H: 1.59 -0.33 -1.94
H: -0.12 -0.19 -2.14
H: 0.55 -1.69 -1.61
H: -0.59 1.39 -0.83
H: -0.36 3.16 -3.02
H: 1.02 2.50 -3.31
O: 0.25 2.91 -3.73

For the HOMO-LUMO gap, the calculation gives 9.1 eV. The SMILES is CNC[C@@H](C)O.O. For the molecular weight, the calculation gives 107.15 Da. The value obtained for the HOMO energy is -8.57 eV. Its LUMO energy is 0.57 eV.

---

[5]
The following is a quantum chemistry calculation of a cluster of 2 separate species, C4H13NO2 in total at a distorted geometry, from OMol25.

CARTESIAN COORDINATES (ANGSTROEM)
C: -0.09 0.48 -1.51
C: -0.95 0.97 -0.34
C: -2.30 0.21 -0.40
N: -0.31 0.75 0.94
C: 0.26 -0.52 1.37
O: 0.50 -0.57 2.76
H: 0.15 -0.57 -1.34
H: 0.89 0.93 -1.55
H: -0.64 0.57 -2.44
H: -1.10 2.04 -0.52
H: -2.87 0.43 0.52
H: -2.31 -0.87 -0.57
H: -2.92 0.70 -1.17
H: -0.97 1.02 1.65
H: 1.13 -0.86 0.81
H: -0.56 -1.22 1.12
H: 1.02 0.23 2.90
H: 3.90 -0.52 -0.51
H: 3.84 -1.88 -1.17
O: 3.35 -1.31 -0.56

For the HOMO-LUMO gap, the calculation gives 9.1 eV. The SMILES is CC(C)NCO.O. For the molecular weight, the calculation gives 107.15 Da. The value obtained for the HOMO energy is -8.41 eV. Its LUMO energy is 0.68 eV.

---

[6]
The following is a quantum chemistry calculation of a cluster of 2 separate species, C4H13NO2 in total at a distorted geometry, from OMol25.

CARTESIAN COORDINATES (ANGSTROEM)
C: -0.51 -0.61 1.52
O: -0.81 0.65 2.17
C: 0.54 -0.33 0.39
C: 0.77 -1.77 -0.09
C: -0.07 -2.10 -1.33
N: 1.77 0.19 1.00
H: -0.12 -1.33 2.22
H: -1.44 -0.88 0.97
H: -0.25 1.35 1.82
H: 0.13 0.37 -0.33
H: 1.84 -1.93 -0.62
H: 0.63 -2.54 0.64
H: 0.36 -2.46 -2.25
H: -0.70 -1.37 -1.77
H: -0.75 -2.98 -1.04
H: 2.15 -0.51 1.65
H: 1.63 1.01 1.57
H: -1.29 5.26 -2.79
H: -1.90 5.22 -1.42
O: -1.97 4.79 -2.29

For the HOMO-LUMO gap, the calculation gives 10.0 eV. The SMILES is CC[C@H](N)CO.O. For the molecular weight, the calculation gives 107.15 Da. The value obtained for the HOMO energy is -9.32 eV. Its LUMO energy is 0.70 eV.

---

[7]
The following is a quantum chemistry calculation of a cluster of 3 separate species, C4H13NO2 in total, from OMol25.

CARTESIAN COORDINATES (ANGSTROEM)
C: 0.29 0.67 -1.99
N: -0.39 0.99 0.91
C: -0.10 -0.27 0.34
C: 0.39 -0.35 -0.90
C: -0.32 -1.49 1.19
H: -0.57 1.32 -1.84
H: 0.23 0.16 -2.94
H: 1.19 1.31 -2.04
H: 0.43 1.48 1.25
H: -1.11 0.97 1.61
H: 0.84 -1.31 -1.16
H: -0.35 -1.24 2.25
H: -1.26 -1.97 0.94
H: 0.48 -2.21 1.05
H: 3.62 0.39 1.00
H: 2.12 0.09 0.84
O: 2.76 0.60 1.35
H: -2.23 0.69 -0.21
H: -2.92 -0.30 -1.09
O: -3.11 0.48 -0.56

For the HOMO-LUMO gap, the calculation gives 9.6 eV. The SMILES is C/C=C(/C)N.O.O. For the molecular weight, the calculation gives 107.15 Da. The value obtained for the HOMO energy is -8.89 eV. Its LUMO energy is 0.67 eV.

---

[8]
The following is a quantum chemistry calculation of a cluster of 3 separate species, C4H13NO2 in total, from OMol25.

CARTESIAN COORDINATES (ANGSTROEM)
C: 0.75 2.43 -1.66
N: 0.44 1.23 -0.94
C: -0.65 1.19 -0.01
C: -2.37 -0.56 -0.34
C: -1.21 -0.19 0.18
H: 1.80 2.37 -1.98
H: 0.62 3.28 -0.98
H: 0.15 2.60 -2.57
H: 0.75 0.35 -1.33
H: -0.40 1.56 1.00
H: -1.48 1.82 -0.32
H: -2.86 -1.44 0.07
H: -2.93 -0.09 -1.13
H: -0.78 -0.91 0.87
H: 0.45 -2.40 -2.73
H: -0.07 -1.00 -2.87
O: 0.69 -1.49 -2.53
H: 1.83 -2.38 5.57
H: 3.00 -3.33 5.58
O: 2.26 -3.04 6.13

For the HOMO-LUMO gap, the calculation gives 8.8 eV. The SMILES is C=CCNC.O.O. For the molecular weight, the calculation gives 107.15 Da. The value obtained for the HOMO energy is -8.06 eV. Its LUMO energy is 0.75 eV.

---

[9]
The following is a quantum chemistry calculation of a cluster of 3 separate species, C4H13NO2 in total at a distorted geometry, from OMol25.

CARTESIAN COORDINATES (ANGSTROEM)
C: -0.54 0.50 -0.80
C: 0.37 -0.23 -1.79
C: 0.77 -1.60 -1.17
C: 0.39 -2.89 -1.40
N: -1.08 1.84 -1.23
H: -1.34 -0.27 -0.64
H: -0.12 0.76 0.22
H: -0.13 -0.26 -2.79
H: 1.28 0.43 -2.05
H: 1.51 -1.64 -0.41
H: -0.39 -3.01 -2.16
H: 0.64 -3.71 -0.70
H: -2.05 1.95 -1.00
H: -0.87 2.20 -2.16
H: 2.76 4.67 2.67
H: 4.31 5.22 2.09
O: 3.85 4.44 2.57
H: -3.23 -2.21 3.10
H: -3.06 -3.06 4.31
O: -3.07 -3.15 3.35

For the HOMO-LUMO gap, the calculation gives 9.7 eV. The SMILES is C=CCCN.O.O. For the molecular weight, the calculation gives 107.15 Da. The value obtained for the HOMO energy is -8.99 eV. Its LUMO energy is 0.75 eV.

---

[10]
The following is a quantum chemistry calculation of a cluster of 3 separate species, C4H13NO2 in total at a distorted geometry, from OMol25.

CARTESIAN COORDINATES (ANGSTROEM)
C: 1.84 0.56 2.76
C: 1.40 1.16 1.41
C: 0.08 0.67 0.72
C: -0.61 1.31 -0.25
N: -0.06 -0.73 0.98
H: 1.66 0.96 3.67
H: 1.52 -0.42 2.81
H: 2.97 0.43 2.76
H: 1.56 2.19 1.20
H: 2.17 0.63 0.80
H: -0.47 2.26 -0.57
H: -1.56 0.87 -0.56
H: -0.07 -0.96 2.00
H: -0.46 -1.47 0.36
H: -2.17 -2.01 -1.98
H: -2.38 -0.48 -1.82
O: -2.85 -1.29 -1.93
H: 0.95 -0.40 -3.35
H: 0.93 -1.36 -2.17
O: 0.29 -0.88 -2.80

For the HOMO-LUMO gap, the calculation gives 8.8 eV. The SMILES is C=C(N)CC.O.O. For the molecular weight, the calculation gives 107.15 Da. The value obtained for the HOMO energy is -8.35 eV. Its LUMO energy is 0.46 eV.

---

[11]
The following is a quantum chemistry calculation of a cluster of 3 separate species, C4H13NO2 in total at a distorted geometry, from OMol25.

CARTESIAN COORDINATES (ANGSTROEM)
C: -1.54 1.09 1.45
C: -0.19 0.83 0.89
C: 0.76 1.76 0.59
C: -0.22 -1.49 1.84
N: 0.10 -0.58 0.64
H: -2.27 0.43 0.98
H: -1.61 0.95 2.53
H: -1.88 2.11 1.24
H: 0.88 2.57 1.31
H: 1.19 1.70 -0.42
H: 0.62 -2.16 2.03
H: -0.55 -0.93 2.73
H: -1.14 -1.92 1.41
H: 1.09 -0.41 0.70
H: 1.49 0.91 -3.95
H: 2.29 -0.19 -3.05
O: 2.26 0.35 -3.84
H: -0.50 -1.19 -1.71
H: -0.41 -1.85 -3.17
O: -0.37 -1.99 -2.21

For the HOMO-LUMO gap, the calculation gives 8.6 eV. The SMILES is C=C(C)NC.O.O. For the molecular weight, the calculation gives 107.15 Da. The value obtained for the HOMO energy is -8.01 eV. Its LUMO energy is 0.64 eV.

---

[12]
The following is a quantum chemistry calculation of a cluster of 3 separate species, C4H13NO2 in total at a distorted geometry, from OMol25.

CARTESIAN COORDINATES (ANGSTROEM)
C: -0.17 -2.81 -2.15
C: -0.40 -1.39 -1.68
C: -0.39 -1.17 -0.35
N: -0.35 0.19 0.28
C: -1.26 0.62 1.44
H: -0.58 -3.65 -1.69
H: -0.61 -2.75 -3.16
H: 0.97 -2.84 -2.05
H: -0.36 -0.50 -2.44
H: -0.25 -2.07 0.21
H: -0.50 0.93 -0.48
H: -1.79 -0.31 1.81
H: -0.95 1.18 2.30
H: -2.01 1.23 0.90
H: 1.38 0.56 1.39
H: 2.84 0.62 1.61
O: 2.02 1.02 2.04
H: 1.50 3.42 0.81
H: 0.07 3.84 0.89
O: 0.84 3.87 0.32

For the HOMO-LUMO gap (spin up / spin down), the calculation gives 10.5 / 6.5 eV. The total charge is +1. For the molecular weight, the calculation gives 107.15 Da. Its multiplicity is 2. The value obtained for the HOMO energy (spin up / spin down) is -14.44 / -14.44 eV. Its LUMO energy (spin up / spin down) is -3.90 / -7.97 eV.

---

Relative energy (zero: lowest compared OMol25 entry of this formula, charge and spin), respectively: 0.1243, 1.2345, 0.9657, 1.0528, 1.0899, 1.7900, 0.7409, 1.8365, 2.6759, 2.1591, 2.9753, 2.6383 eV.